P | # C29H47BN9ORuS4

A structure of composition C29H47BN9ORuS4 (wB97M-V/def2-TZVPD, the Open Molecules 2025 dataset).

ORCA input file:
```
! RIJCOSX wB97M-V def2-TZVPD def2/J DEFGRID3
* xyz 2 2
Ru -2.939 -0.420 -0.196
C -1.316 2.852 3.686
C -0.885 1.625 2.953
C -0.081 0.680 3.575
C 0.201 -0.534 2.897
N -0.114 -0.706 1.647
N -0.764 0.265 0.955
B -0.828 0.104 -0.494
N -0.749 1.331 -1.435
N 0.411 1.977 -1.372
C 0.682 2.939 -2.217
C -0.230 3.268 -3.249
C -1.442 2.637 -3.321
C -2.454 2.946 -4.362
C -1.713 1.649 -2.329
S -3.254 0.922 -2.276
C 1.973 3.712 -2.098
C 2.703 3.710 -3.451
C 1.626 5.160 -1.713
C 2.890 3.116 -1.034
N 0.055 -1.051 -0.982
N 1.341 -0.859 -0.758
C 2.220 -1.766 -1.090
C 1.814 -2.931 -1.789
C 0.481 -3.157 -2.016
C -0.045 -4.343 -2.738
C -0.433 -2.182 -1.522
S -2.109 -2.445 -1.600
C 3.668 -1.501 -0.748
C 4.342 -0.938 -2.008
C 4.353 -2.802 -0.313
C 3.780 -0.482 0.387
C -1.297 1.365 1.647
S -2.604 2.208 0.855
C 0.859 -1.682 3.621
C -0.097 -2.137 4.733
C 2.181 -1.213 4.242
C 1.119 -2.847 2.665
H -0.460 3.273 4.210
H -2.064 2.616 4.445
H -1.723 3.600 3.009
H 0.265 0.847 4.581
H 0.027 4.020 -3.977
H -2.110 3.734 -5.025
H -3.389 3.255 -3.896
H -2.669 2.055 -4.952
H 2.174 4.287 -4.204
H 2.845 2.697 -3.822
H 3.681 4.164 -3.320
H 0.945 5.619 -2.425
H 2.541 5.747 -1.697
H 1.175 5.201 -0.724
H 3.208 2.119 -1.323
H 2.386 3.059 -0.073
H 3.771 3.743 -0.930
H 2.549 -3.637 -2.139
H 0.761 -4.950 -3.135
H -0.694 -4.018 -3.551
H -0.649 -4.956 -2.069
H 4.326 -1.659 -2.821
H 5.378 -0.695 -1.790
H 3.834 -0.031 -2.332
H 4.523 -3.469 -1.153
H 3.758 -3.321 0.436
H 5.320 -2.571 0.123
H 3.272 0.445 0.142
H 4.829 -0.266 0.575
H 3.345 -0.881 1.299
H -0.274 -1.340 5.450
H 0.339 -2.977 5.267
H -1.052 -2.450 4.318
H 2.034 -0.427 4.979
H 2.859 -0.841 3.476
H 2.658 -2.049 4.748
H 0.190 -3.185 2.214
H 1.570 -3.674 3.206
H 1.794 -2.541 1.871
N -5.260 -1.249 -0.776
N -5.343 -2.604 -0.425
C -4.655 -3.101 0.618
N -4.767 -4.399 0.887
S -3.724 -2.097 1.618
H -5.963 -0.691 -0.276
H -5.382 -1.127 -1.783
H -5.919 -3.221 -0.992
H -5.334 -5.020 0.329
H -4.300 -4.786 1.691
C -4.832 1.894 2.316
O -3.946 1.298 1.378
H -5.482 2.615 1.816
H -4.282 2.389 3.116
H -5.424 1.082 2.735
*
```

The expectation value of S² is 0.80. The HOMO-LUMO gap (alpha / beta) comes out at 6.4 / 6.1 eV.

How positive or negative is each atom? The Löwdin charges in e answer that: number 1, Ru, carries 0.602; number 2, C, carries -0.028; number 3, C, carries -0.208; number 4, C, carries 0.109; number 5, C, carries -0.177; number 6, N, carries 0.214; number 7, N, carries 0.041; number 8, B, carries -0.717; number 9, N, carries -0.017; number 10, N, carries 0.184; number 11, C, carries -0.190; number 12, C, carries 0.088; number 13, C, carries -0.238; number 14, C, carries -0.057; number 15, C, carries -0.610; number 16, S, carries 0.724; number 17, C, carries -0.548; number 18, C, carries -0.028; number 19, C, carries -0.025; number 20, C, carries -0.049; number 21, N, carries 0.001; number 22, N, carries 0.179; number 23, C, carries -0.196; number 24, C, carries 0.097; number 25, C, carries -0.236; number 26, C, carries -0.058; number 27, C, carries -0.582; number 28, S, carries 0.750; number 29, C, carries -0.542; number 30, C, carries -0.019; number 31, C, carries -0.032; number 32, C, carries -0.037; number 33, C, carries -0.371; number 34, S, carries 1.052; number 35, C, carries -0.539; number 36, C, carries -0.020; number 37, C, carries -0.017; number 38, C, carries -0.035; number 39, H, carries 0.103; number 40, H, carries 0.104; number 41, H, carries 0.069; number 42, H, carries 0.136; number 43, H, carries 0.130; number 44, H, carries 0.094; number 45, H, carries 0.083; number 46, H, carries 0.094; number 47, H, carries 0.082; number 48, H, carries 0.093; number 49, H, carries 0.096; number 50, H, carries 0.084; number 51, H, carries 0.096; number 52, H, carries 0.090; number 53, H, carries 0.060; number 54, H, carries 0.080; number 55, H, carries 0.096; number 56, H, carries 0.133; number 57, H, carries 0.093; number 58, H, carries 0.087; number 59, H, carries 0.088; number 60, H, carries 0.090; number 61, H, carries 0.097; number 62, H, carries 0.076; number 63, H, carries 0.083; number 64, H, carries 0.086; number 65, H, carries 0.096; number 66, H, carries 0.057; number 67, H, carries 0.098; number 68, H, carries 0.058; number 69, H, carries 0.086; number 70, H, carries 0.099; number 71, H, carries 0.088; number 72, H, carries 0.084; number 73, H, carries 0.078; number 74, H, carries 0.101; number 75, H, carries 0.086; number 76, H, carries 0.099; number 77, H, carries 0.060; number 78, N, carries -0.012; number 79, N, carries -0.068; number 80, C, carries -0.859; number 81, N, carries 0.137; number 82, S, carries 0.637; number 83, H, carries 0.121; number 84, H, carries 0.102; number 85, H, carries 0.169; number 86, H, carries 0.129; number 87, H, carries 0.115; number 88, C, carries -0.114; number 89, O, carries -0.612; number 90, H, carries 0.098; number 91, H, carries 0.080; number 92, H, carries 0.098

Q | # C29H47BN9ORuS4

A structure of composition C29H47BN9ORuS4 (wB97M-V/def2-TZVPD, the Open Molecules 2025 dataset).

ORCA input file:
```
! RIJCOSX wB97M-V def2-TZVPD def2/J DEFGRID3
* xyz 2 2
Ru 0.569 -2.601 -1.832
C 3.388 -2.102 2.683
C 2.828 -1.081 1.744
C 3.265 0.213 1.678
C 2.738 1.104 0.717
N 1.695 0.766 -0.002
N 1.222 -0.467 0.114
B -0.103 -0.896 -0.600
N -1.165 -1.404 0.432
N -1.313 -0.594 1.498
C -2.208 -0.899 2.396
C -3.071 -2.012 2.212
C -2.906 -2.855 1.160
C -3.737 -4.080 0.953
C -1.836 -2.555 0.268
S -1.354 -3.718 -0.904
C -2.287 -0.071 3.665
C -3.700 0.516 3.798
C -1.997 -0.998 4.855
C -1.268 1.064 3.650
N -0.690 0.329 -1.358
N -0.847 1.475 -0.679
C -1.476 2.459 -1.265
C -1.961 2.323 -2.594
C -1.826 1.151 -3.273
C -2.337 0.918 -4.658
C -1.174 0.112 -2.564
S -1.065 -1.485 -3.156
C -1.773 3.709 -0.447
C -3.180 3.505 0.139
C -1.754 4.967 -1.323
C -0.766 3.890 0.689
C 1.814 -1.416 0.827
S 1.242 -3.019 0.485
C 3.341 2.479 0.489
C 4.867 2.354 0.370
C 2.979 3.363 1.689
C 2.803 3.092 -0.803
H 4.270 -1.723 3.192
H 3.652 -3.018 2.152
H 2.644 -2.370 3.437
H 4.066 0.541 2.327
H -3.845 -2.211 2.941
H -4.546 -4.124 1.679
H -3.124 -4.977 1.058
H -4.162 -4.095 -0.051
H -4.464 -0.256 3.893
H -3.949 1.142 2.939
H -3.751 1.137 4.692
H -2.712 -1.818 4.925
H -2.061 -0.428 5.783
H -0.993 -1.422 4.787
H -1.474 1.760 2.840
H -0.250 0.691 3.527
H -1.325 1.608 4.593
H -2.459 3.159 -3.067
H -2.771 1.826 -5.069
H -3.099 0.136 -4.661
H -1.529 0.584 -5.311
H -3.922 3.336 -0.644
H -3.479 4.392 0.699
H -3.193 2.649 0.817
H -2.580 5.002 -2.034
H -0.814 5.058 -1.870
H -1.853 5.844 -0.683
H -0.613 2.969 1.246
H -1.131 4.660 1.370
H 0.199 4.222 0.307
H 5.327 1.926 1.261
H 5.298 3.346 0.232
H 5.145 1.744 -0.491
H 3.440 3.004 2.612
H 1.898 3.403 1.834
H 3.336 4.378 1.515
H 3.047 2.469 -1.665
H 3.257 4.073 -0.949
H 1.723 3.207 -0.772
N 2.387 -3.890 -2.051
N 2.202 -5.171 -2.603
C 1.177 -5.357 -3.444
N 1.102 -6.496 -4.120
S -0.013 -4.158 -3.649
H 3.037 -3.350 -2.616
H 2.753 -3.991 -1.107
H 2.955 -5.840 -2.513
H 1.832 -7.191 -4.106
H 0.296 -6.677 -4.697
C 2.442 -1.457 -3.946
O 1.781 -1.351 -2.710
H 3.479 -1.812 -3.837
H 2.494 -0.480 -4.427
H 1.916 -2.139 -4.624
*
```

The expectation value of S² is 0.76. The HOMO-LUMO gap (alpha / beta) comes out at 6.9 / 6.4 eV.

How positive or negative is each atom? The Löwdin charges in e answer that: number 1, Ru, carries 0.681; number 2, C, carries -0.027; number 3, C, carries -0.218; number 4, C, carries 0.095; number 5, C, carries -0.173; number 6, N, carries 0.209; number 7, N, carries -0.002; number 8, B, carries -0.652; number 9, N, carries -0.029; number 10, N, carries 0.197; number 11, C, carries -0.184; number 12, C, carries 0.085; number 13, C, carries -0.231; number 14, C, carries -0.047; number 15, C, carries -0.585; number 16, S, carries 0.655; number 17, C, carries -0.547; number 18, C, carries -0.025; number 19, C, carries -0.028; number 20, C, carries -0.046; number 21, N, carries 0.015; number 22, N, carries 0.195; number 23, C, carries -0.177; number 24, C, carries 0.097; number 25, C, carries -0.219; number 26, C, carries -0.035; number 27, C, carries -0.536; number 28, S, carries 0.762; number 29, C, carries -0.537; number 30, C, carries -0.023; number 31, C, carries -0.039; number 32, C, carries -0.048; number 33, C, carries -0.525; number 34, S, carries 0.824; number 35, C, carries -0.542; number 36, C, carries -0.033; number 37, C, carries -0.020; number 38, C, carries -0.043; number 39, H, carries 0.094; number 40, H, carries 0.079; number 41, H, carries 0.101; number 42, H, carries 0.135; number 43, H, carries 0.133; number 44, H, carries 0.093; number 45, H, carries 0.090; number 46, H, carries 0.092; number 47, H, carries 0.085; number 48, H, carries 0.084; number 49, H, carries 0.098; number 50, H, carries 0.085; number 51, H, carries 0.098; number 52, H, carries 0.091; number 53, H, carries 0.061; number 54, H, carries 0.081; number 55, H, carries 0.098; number 56, H, carries 0.131; number 57, H, carries 0.094; number 58, H, carries 0.095; number 59, H, carries 0.094; number 60, H, carries 0.093; number 61, H, carries 0.098; number 62, H, carries 0.075; number 63, H, carries 0.082; number 64, H, carries 0.097; number 65, H, carries 0.098; number 66, H, carries 0.054; number 67, H, carries 0.101; number 68, H, carries 0.069; number 69, H, carries 0.079; number 70, H, carries 0.098; number 71, H, carries 0.095; number 72, H, carries 0.090; number 73, H, carries 0.075; number 74, H, carries 0.099; number 75, H, carries 0.090; number 76, H, carries 0.098; number 77, H, carries 0.052; number 78, N, carries -0.054; number 79, N, carries -0.014; number 80, C, carries -0.748; number 81, N, carries 0.149; number 82, S, carries 0.702; number 83, H, carries 0.096; number 84, H, carries 0.055; number 85, H, carries 0.174; number 86, H, carries 0.135; number 87, H, carries 0.124; number 88, C, carries -0.195; number 89, O, carries -0.459; number 90, H, carries 0.081; number 91, H, carries 0.091; number 92, H, carries 0.062

How far above the most stable structure does each one sit? In hartree: P 0.0595; Q 0.0000.

P | # CH14O5S

A structure of composition CH14O5S (wB97M-V/def2-TZVPD, the Open Molecules 2025 dataset).

ORCA input file:
```
! RIJCOSX wB97M-V def2-TZVPD def2/J DEFGRID3
* xyz 0 1
C 0.229 2.907 -1.935
S -0.338 1.353 -1.261
H 0.676 3.327 -1.021
H -0.622 3.539 -2.182
H 1.082 2.819 -2.596
H 2.852 -1.159 -1.769
H 0.751 -2.374 1.448
H 1.949 -1.769 2.430
O 1.296 -1.423 1.795
H -1.755 0.451 1.468
H -1.114 1.780 1.019
O -1.424 1.307 1.793
H 2.125 -1.030 -1.766
H -0.263 -4.030 1.055
O 0.058 -3.181 0.738
H -1.136 -2.238 0.078
H -1.924 -1.665 -1.170
O -1.951 -1.733 -0.210
H 1.346 0.015 0.812
H 1.307 0.857 -0.434
O 1.865 0.721 0.348
*
```

The HOMO-LUMO gap comes out at 3.4 eV.

How positive or negative is each atom? The Löwdin charges in e answer that: number 1, C, carries -0.418; number 2, S, carries 0.923; number 3, H, carries 0.066; number 4, H, carries 0.053; number 5, H, carries 0.047; number 6, H, carries 0.046; number 7, H, carries -0.016; number 8, H, carries 0.045; number 9, O, carries -0.143; number 10, H, carries 0.031; number 11, H, carries -0.067; number 12, O, carries -0.076; number 13, H, carries 0.022; number 14, H, carries 0.011; number 15, O, carries -0.221; number 16, H, carries -0.020; number 17, H, carries 0.010; number 18, O, carries -0.110; number 19, H, carries 0.013; number 20, H, carries -0.156; number 21, O, carries -0.042

Q | # CH14O5S

A cluster of 6 separate species, CH14O5S in total (wB97M-V/def2-TZVPD, the Open Molecules 2025 dataset).

ORCA input file:
```
! RIJCOSX wB97M-V def2-TZVPD def2/J DEFGRID3
* xyz 0 1
C -1.484 2.668 1.329
S -2.380 1.063 1.274
H -1.457 3.237 0.408
H -0.472 2.242 1.374
H -1.593 3.203 2.264
H -3.570 1.660 1.561
O 2.846 -1.071 0.710
H 2.123 -1.518 0.259
H 3.583 -1.705 0.736
O 0.500 -2.222 1.449
H -0.293 -1.674 1.454
H 1.118 -1.689 1.943
O 0.139 2.066 -1.067
H -0.179 1.368 -1.639
H 1.064 1.798 -1.025
O 1.169 -0.193 -2.848
H 1.417 -0.961 -2.321
H 0.676 -0.404 -3.623
O 0.767 -2.681 -1.662
H 0.450 -2.149 -0.926
H 1.090 -3.440 -1.169
*
```

The HOMO-LUMO gap comes out at 9.3 eV.

How positive or negative is each atom? The Löwdin charges in e answer that: number 1, C, carries -0.491; number 2, S, carries 0.592; number 3, H, carries 0.018; number 4, H, carries -0.004; number 5, H, carries 0.026; number 6, H, carries -0.157; number 7, O, carries -0.059; number 8, H, carries -0.013; number 9, H, carries 0.062; number 10, O, carries -0.052; number 11, H, carries 0.043; number 12, H, carries 0.032; number 13, O, carries -0.070; number 14, H, carries 0.014; number 15, H, carries 0.039; number 16, O, carries -0.041; number 17, H, carries 0.001; number 18, H, carries 0.033; number 19, O, carries -0.047; number 20, H, carries 0.017; number 21, H, carries 0.056

How far above the most stable structure does each one sit? In hartree: P 0.2678; Q 0.0000.

P | # C2H2O2S

A cluster of 2 separate species, C2H2O2S in total (wB97M-V/def2-TZVPD, the Open Molecules 2025 dataset).

ORCA input file:
```
! RIJCOSX wB97M-V def2-TZVPD def2/J DEFGRID3
* xyz 0 3
C -3.457 -0.209 -0.455
C 0.309 -0.904 0.019
O -3.652 -1.184 -1.038
O -0.878 -0.638 0.027
S -3.461 1.031 0.440
H 0.724 -1.588 -0.714
H 1.072 -0.538 0.675
*
```

The expectation value of S² is 2.01. The HOMO-LUMO gap (alpha / beta) comes out at 7.8 / 7.9 eV.

How positive or negative is each atom? The Löwdin charges in e answer that: number 1, C, carries -0.926; number 2, C, carries -0.190; number 3, O, carries 0.110; number 4, O, carries 0.033; number 5, S, carries 0.814; number 6, H, carries 0.086; number 7, H, carries 0.073

Q | # C2H2O2S

A cluster of 2 separate species, C2H2O2S in total (wB97M-V/def2-TZVPD, the Open Molecules 2025 dataset).

ORCA input file:
```
! RIJCOSX wB97M-V def2-TZVPD def2/J DEFGRID3
* xyz 0 3
C -0.451 -0.481 -1.880
C -1.075 -1.505 -2.036
O -0.224 1.640 2.576
O 2.212 1.440 2.734
S 0.947 0.801 2.699
H -0.011 0.536 -2.195
H -1.397 -2.431 -1.899
*
```

The expectation value of S² is 2.01. The HOMO-LUMO gap (alpha / beta) comes out at 9.4 / 6.3 eV.

How positive or negative is each atom? The Löwdin charges in e answer that: number 1, C, carries -0.021; number 2, C, carries -0.003; number 3, O, carries -0.407; number 4, O, carries -0.420; number 5, S, carries 0.821; number 6, H, carries 0.065; number 7, H, carries -0.035

R | # C2H2O2S

A cluster of 2 separate species, C2H2O2S in total (wB97M-V/def2-TZVPD, the Open Molecules 2025 dataset).

ORCA input file:
```
! RIJCOSX wB97M-V def2-TZVPD def2/J DEFGRID3
* xyz 0 3
C -1.172 0.529 -0.549
C -1.088 -0.332 0.301
O 1.771 -1.388 0.140
O 1.678 0.989 0.553
S 1.380 -0.055 -0.365
H -1.161 1.396 -1.005
H -1.408 -1.139 0.926
*
```

The expectation value of S² is 2.01. The HOMO-LUMO gap (alpha / beta) comes out at 7.9 / 7.5 eV.

How positive or negative is each atom? The Löwdin charges in e answer that: number 1, C, carries 0.021; number 2, C, carries 0.005; number 3, O, carries -0.414; number 4, O, carries -0.428; number 5, S, carries 0.752; number 6, H, carries -0.001; number 7, H, carries 0.065

How far above the most stable structure does each one sit? In hartree: P 0.0000; Q 0.0939; R 0.1076.